Molecular formula: C24H39ClN2O4
Method: DFT, ωB97M-V/def2-TZVPD

E_LUMO ... -0.0159 hartree
Electronic energy ... -1808.53256 Eh
Kohn-Sham gap ... 9.05 eV
HOMO level ... -9.481 eV
SMILES ... COCCCCCCCCC1=C(C[C@H](C)Cl)C(=O)OC1=O.CCCC#N.CCCC#N

ORCA input file:
```
! wB97M-V def2-TZVPD RIJCOSX def2/J DEFGRID3
* xyz 0 1
C -0.191 3.358 0.663
O 0.113 1.993 0.533
C -0.997 1.256 0.047
C -0.789 -0.263 0.214
C 0.513 -0.679 0.919
C 1.657 -1.059 -0.042
C 2.057 -2.534 0.053
C 2.910 -3.016 -1.126
C 4.408 -2.770 -0.948
C 5.008 -3.535 0.264
C 6.202 -4.331 -0.126
C 7.463 -3.948 -0.334
C 7.965 -2.545 -0.164
C 9.296 -2.141 -0.791
C 9.465 -2.529 -2.259
Cl 10.663 -2.707 0.229
C 8.225 -5.166 -0.752
O 9.387 -5.362 -0.878
O 7.298 -6.188 -0.979
C 6.120 -5.797 -0.388
O 5.246 -6.556 -0.124
H 0.739 3.888 0.858
H -0.647 3.759 -0.251
H -0.881 3.531 1.499
H -1.906 1.578 0.569
H -1.144 1.508 -1.010
H -0.809 -0.717 -0.778
H -1.639 -0.670 0.759
H 0.289 -1.545 1.548
H 0.844 0.109 1.591
H 2.527 -0.438 0.194
H 1.373 -0.826 -1.072
H 1.152 -3.144 0.117
H 2.595 -2.684 0.995
H 2.728 -4.076 -1.319
H 2.583 -2.484 -2.025
H 4.574 -1.697 -0.822
H 4.931 -3.067 -1.860
H 4.260 -4.226 0.656
H 5.271 -2.835 1.058
H 8.032 -2.342 0.908
H 7.191 -1.875 -0.550
H 9.350 -1.057 -0.715
H 9.155 -1.696 -2.891
H 8.887 -3.409 -2.531
H 10.510 -2.732 -2.481
C -4.468 3.532 1.675
C -4.783 4.255 0.374
C -5.542 3.369 -0.621
C -4.766 2.191 -1.010
N -4.157 1.266 -1.308
H -3.819 2.672 1.500
H -3.953 4.198 2.369
H -5.385 3.189 2.151
H -3.864 4.612 -0.096
H -5.399 5.132 0.581
H -5.783 3.923 -1.530
H -6.479 3.027 -0.177
C -10.566 2.268 -0.047
C -11.088 3.261 0.983
C -10.147 4.454 1.185
C -8.828 4.033 1.661
N -7.794 3.694 2.020
H -9.617 1.832 0.269
H -11.274 1.452 -0.189
H -10.412 2.749 -1.015
H -11.239 2.760 1.941
H -12.058 3.649 0.670
H -10.557 5.157 1.911
H -10.007 4.993 0.246
*
```

Charges in e, computed with Löwdin, in the same order as the atoms: atom 1 (C): -0.12, atom 2 (O): -0.21, atom 3 (C): -0.23, atom 4 (C): -0.15, atom 5 (C): -0.20, atom 6 (C): -0.20, atom 7 (C): -0.21, atom 8 (C): -0.21, atom 9 (C): -0.18, atom 10 (C): -0.12, atom 11 (C): -0.09, atom 12 (C): -0.06, atom 13 (C): -0.16, atom 14 (C): -0.71, atom 15 (C): -0.10, atom 16 (Cl): 0.62, atom 17 (C): -0.38, atom 18 (O): 0.16, atom 19 (O): 0.14, atom 20 (C): -0.39, atom 21 (O): 0.18, atom 22 (H): 0.09, atom 23 (H): 0.09, atom 24 (H): 0.08, atom 25 (H): 0.09, atom 26 (H): 0.11, atom 27 (H): 0.11, atom 28 (H): 0.10, atom 29 (H): 0.10, atom 30 (H): 0.10, atom 31 (H): 0.11, atom 32 (H): 0.11, atom 33 (H): 0.11, atom 34 (H): 0.11, atom 35 (H): 0.11, atom 36 (H): 0.11, atom 37 (H): 0.11, atom 38 (H): 0.12, atom 39 (H): 0.12, atom 40 (H): 0.13, atom 41 (H): 0.12, atom 42 (H): 0.13, atom 43 (H): 0.09, atom 44 (H): 0.08, atom 45 (H): 0.07, atom 46 (H): 0.07, atom 47 (C): -0.12, atom 48 (C): -0.26, atom 49 (C): -0.19, atom 50 (C): -0.23, atom 51 (N): 0.16, atom 52 (H): 0.05, atom 53 (H): 0.07, atom 54 (H): 0.04, atom 55 (H): 0.10, atom 56 (H): 0.10, atom 57 (H): 0.12, atom 58 (H): 0.09, atom 59 (C): -0.11, atom 60 (C): -0.26, atom 61 (C): -0.18, atom 62 (C): -0.21, atom 63 (N): 0.18, atom 64 (H): 0.07, atom 65 (H): 0.07, atom 66 (H): 0.08, atom 67 (H): 0.11, atom 68 (H): 0.11, atom 69 (H): 0.12, atom 70 (H): 0.12